# C39H89N3O7

A cluster of 7 separate species, C39H89N3O7 in total (the ωB97M-V functional and the def2-TZVPD basis, the OMol25 dataset).

Each atom is followed by the atoms it is bonded to, with distances in Å.
Atoms and positions in Å:
1 O 5.45 4.93 -1.88  C16 1.484, H63 0.960
2 O -5.52 -4.11 -2.78  C42 1.387, H132 0.960
3 O 0.93 -1.13 -1.44  N8 1.388, H79 0.960
4 O -0.37 5.43 -2.49  C12 1.483, H127 0.960
5 O -4.33 -2.91 4.11  N9 1.407, H130 0.960
6 O 0.09 -1.36 -6.26  N10 1.351, H86 0.960
7 O 3.77 0.50 6.34  C46 1.437, H119 0.960
8 N 1.25 -0.13 -0.52  O3 1.388, C11 1.472, C32 1.463
9 N -3.91 -2.55 5.41  O5 1.407, C14 1.491, C49 1.474
10 N 0.66 -0.22 -6.70  O6 1.351, C15 1.482, C44 1.510
11 C 0.04 0.33 0.17  N8 1.472, C27 1.555, C43 1.529, C45 1.527
12 C -1.21 4.41 -1.83  O4 1.483, C33 1.542, C36 1.544, H57 1.090
13 C 3.61 -0.08 -1.02  C32 1.495, H68 1.090, H93 1.090, H112 1.090
14 C -4.15 -3.70 6.32  N9 1.491, C18 1.592, C28 1.592, C41 1.605
15 C 1.10 -0.28 -8.11  N10 1.482, C22 1.515, C34 1.474, C47 1.532
16 C 5.71 3.48 -1.69  O1 1.484, C26 1.481, C40 1.594, H82 1.090
17 C -3.73 -2.77 -2.15  C42 1.547, H102 1.090, H123 1.090, H134 1.090
18 C -3.33 -5.00 5.90  C14 1.592, H53 1.090, H99 1.090, H101 1.090
19 C -2.65 -1.26 7.07  C23 1.554, C49 1.522, H52 1.090, H65 1.090
20 C 2.37 1.67 7.90  C46 1.616, H74 1.090, H92 1.090, H118 1.090
21 C -1.44 -2.25 5.12  C49 1.548, H73 1.090, H85 1.090, H103 1.090
22 C 2.37 -1.07 -8.34  C15 1.515, H61 1.090, H95 1.090, H128 1.090
23 C -2.56 -2.51 7.99  C19 1.554, C28 1.542, H84 1.090, H90 1.090
24 C 2.78 -0.08 -5.27  C44 1.557, H83 1.090, H97 1.090, H100 1.090
25 C 1.37 0.62 5.84  C46 1.500, H67 1.090, H72 1.090, H113 1.090
26 C 7.19 3.47 -1.68  C16 1.481, H58 1.090, H107 1.090, H115 1.090
27 C -0.63 -0.48 1.31  C11 1.555, H69 1.090, H110 1.090, H135 1.090
28 C -3.88 -3.29 7.83  C14 1.592, C23 1.542, H54 1.090, H116 1.090
29 C 1.59 1.56 1.77  C39 1.531, C43 1.583, H77 1.090, H80 1.090
30 C 0.54 0.67 -4.35  C44 1.553, H78 1.090, H136 1.090, H137 1.090
31 C 2.03 2.09 -7.68  C35 1.578, C47 1.516, H117 1.090, H126 1.090
32 C 2.59 -0.20 0.06  N8 1.463, C13 1.495, C37 1.531, C39 1.605
33 C -1.88 5.01 -0.57  C12 1.542, H59 1.090, H87 1.090, H98 1.090
34 C 0.12 -0.80 -9.08  C15 1.474, H70 1.090, H96 1.090, H121 1.090
35 C 1.50 2.06 -6.19  C31 1.578, C44 1.613, H81 1.090, H91 1.090
36 C -2.21 3.78 -2.83  C12 1.544, H62 1.090, H88 1.090, H106 1.090
37 C 2.86 -1.48 0.86  C32 1.531, H50 1.090, H51 1.090, H122 1.090
38 C -3.19 -0.32 4.84  C49 1.559, H60 1.090, H76 1.090, H104 1.090
39 C 2.80 1.13 0.94  C29 1.531, C32 1.605, H75 1.090, H108 1.090
40 C 5.27 2.69 -2.99  C16 1.594, H109 1.090, H125 1.090, H138 1.090
41 C -5.73 -3.98 6.28  C14 1.605, H89 1.090, H105 1.090, H131 1.090
42 C -5.09 -3.36 -1.70  O2 1.387, C17 1.547, C48 1.483, H66 1.090
43 C 0.32 1.69 0.83  C11 1.529, C29 1.583, H64 1.090, H129 1.090
44 C 1.40 0.55 -5.63  N10 1.510, C24 1.557, C30 1.553, C35 1.613
45 C -1.10 0.67 -0.79  C11 1.527, H71 1.090, H94 1.090, H133 1.090
46 C 2.44 0.43 6.87  O7 1.437, C20 1.616, C25 1.500, H124 1.090
47 C 1.25 1.17 -8.60  C15 1.532, C31 1.516, H55 1.090, H120 1.090
48 C -5.09 -4.23 -0.50  C42 1.483, H56 1.090, H111 1.090, H114 1.090
49 C -2.78 -1.62 5.60  N9 1.474, C19 1.522, C21 1.548, C38 1.559
50 H 3.80 -1.71 1.36  C37 1.090
51 H 2.50 -2.32 0.26  C37 1.090
52 H -3.30 -0.42 7.31  C19 1.090
53 H -3.53 -5.49 4.94  C18 1.090
54 H -3.90 -4.22 8.40  C28 1.090
55 H 0.25 1.56 -8.74  C47 1.090
56 H -4.36 -5.05 -0.47  C48 1.090
57 H -0.58 3.65 -1.37  C12 1.090
58 H 7.66 3.98 -2.52  C26 1.090
59 H -2.77 4.39 -0.46  C33 1.090
60 H -2.62 0.50 5.26  C38 1.090
61 H 3.28 -0.61 -7.94  C22 1.090
62 H -2.65 2.95 -2.28  C36 1.090
63 H 4.61 5.19 -2.27  O1 0.960
64 H -0.42 2.12 1.50  C43 1.090
65 H -1.66 -0.82 7.19  C19 1.090
66 H -5.84 -2.57 -1.62  C42 1.090
67 H 0.44 0.95 6.31  C25 1.090
68 H 3.88 -0.86 -1.74  C13 1.090
69 H -1.59 -0.31 1.78  C27 1.090
70 H 0.07 -1.89 -8.98  C34 1.090
71 H -1.46 -0.23 -1.28  C45 1.090
72 H 1.53 1.45 5.16  C25 1.090
73 H -0.88 -1.46 4.64  C21 1.090
74 H 2.19 2.58 7.32  C20 1.090
75 H 3.56 0.97 1.70  C39 1.090
76 H -3.05 -0.35 3.76  C38 1.090
77 H 1.50 0.93 2.65  C29 1.090
78 H 0.66 -0.08 -3.56  C30 1.090
79 H 0.89 -0.74 -2.32  O3 0.960
80 H 1.82 2.51 2.25  C29 1.090
81 H 2.15 2.66 -5.56  C35 1.090
82 H 5.23 2.91 -0.90  C16 1.090
83 H 3.05 -1.01 -5.78  C24 1.090
84 H -2.56 -2.09 9.00  C23 1.090
85 H -0.85 -2.62 5.96  C21 1.090
86 H -0.84 -1.12 -6.27  O6 0.960
87 H -2.42 5.96 -0.57  C33 1.090
88 H -1.74 3.25 -3.66  C36 1.090
89 H -6.00 -4.30 5.28  C41 1.090
90 H -1.71 -3.20 7.93  C23 1.090
91 H 0.50 2.46 -6.00  C35 1.090
92 H 3.30 1.77 8.45  C20 1.090
93 H 4.59 0.31 -0.72  C13 1.090
94 H -1.95 1.22 -0.38  C45 1.090
95 H 2.20 -2.06 -7.92  C22 1.090
96 H -0.88 -0.49 -8.78  C34 1.090
97 H 2.95 -0.23 -4.21  C24 1.090
98 H -1.33 4.86 0.36  C33 1.090
99 H -3.25 -5.79 6.65  C18 1.090
100 H 3.56 0.62 -5.61  C24 1.090
101 H -2.31 -4.67 5.69  C18 1.090
102 H -3.26 -2.24 -1.32  C17 1.090
103 H -1.74 -2.95 4.34  C21 1.090
104 H -4.28 -0.34 4.74  C38 1.090
105 H -6.11 -2.98 6.50  C41 1.090
106 H -2.95 4.48 -3.21  C36 1.090
107 H 7.55 2.44 -1.73  C26 1.090
108 H 3.18 1.97 0.37  C39 1.090
109 H 4.21 2.93 -3.05  C40 1.090
110 H -0.71 -1.47 0.84  C27 1.090
111 H -6.01 -4.78 -0.32  C48 1.090
112 H 3.14 0.68 -1.64  C13 1.090
113 H 1.19 -0.29 5.26  C25 1.090
114 H -4.96 -3.66 0.41  C48 1.090
115 H 7.49 3.85 -0.71  C26 1.090
116 H -4.64 -2.66 8.31  C28 1.090
117 H 3.06 1.76 -7.75  C31 1.090
118 H 1.49 1.63 8.55  C20 1.090
119 H 4.04 1.41 6.23  O7 0.960
120 H 1.74 1.30 -9.57  C47 1.090
121 H 0.41 -0.61 -10.12  C34 1.090
122 H 2.19 -1.47 1.72  C37 1.090
123 H -3.76 -1.92 -2.83  C17 1.090
124 H 2.38 -0.29 7.69  C46 1.090
125 H 5.27 1.60 -2.86  C40 1.090
126 H 2.02 3.09 -8.12  C31 1.090
127 H 0.00 6.05 -1.86  O4 0.960
128 H 2.63 -1.17 -9.40  C22 1.090
129 H 0.29 2.56 0.17  C43 1.090
130 H -4.69 -2.14 3.66  O5 0.960
131 H -6.03 -4.64 7.09  C41 1.090
132 H -5.11 -4.93 -2.47  O2 0.960
133 H -0.80 1.36 -1.58  C45 1.090
134 H -3.10 -3.59 -2.48  C17 1.090
135 H -0.03 -0.58 2.22  C27 1.090
136 H 0.44 1.66 -3.91  C30 1.090
137 H -0.49 0.66 -4.70  C30 1.090
138 H 5.62 3.03 -3.97  C40 1.090

The LUMO energy comes out at 0.01179 Ha. The value obtained for the frontier orbital gap is 8.26 eV. For the HOMO energy, the calculation gives -0.2918 hartree. The value obtained for the electronic energy is -2229.90837 a.u. The molar mass is 712.15 u. Its SMILES is CC1(C)CCCC(C)(C)N1O.CC1(C)CCCC(C)(C)N1O.CC1(C)CCCC(C)(C)N1O.CC(C)O.CC(C)O.CC(C)O.CC(C)O.